84
Properties=species:S:1:pos:R:3 method="wB97M-V/def2-TZVPD" homo_lumo_gap_ha="0.2421 / 0.2175" multiplicity=3 mol_weight_g_mol=737.129 charge=+1 largest_force_ev_per_a=0.55 relative_energy_kj_mol=0.0
Pd -0.23855 1.30079 0.33435
O 4.48767 -0.18428 1.14739
C 5.01591 0.82173 0.43753
C 6.29237 0.64815 -0.09496
C 6.86641 1.65854 -0.83665
C 6.19383 2.86228 -1.06786
C 4.93652 3.04209 -0.54443
C 4.32537 2.02836 0.21034
C 2.98764 2.18601 0.74357
O 2.39116 1.37876 1.43683
N 2.33390 3.42578 0.44921
N 1.05436 3.25619 0.40361
C 0.36071 4.37836 0.32467
C -1.07815 4.35783 0.33919
C -1.78388 5.55578 0.24565
C -3.16772 5.52203 0.27052
C -3.79373 4.29481 0.38929
C -3.01482 3.14348 0.48013
N -1.69165 3.16046 0.45824
H 3.59856 0.09523 1.45018
H 6.80928 -0.28282 0.09622
H 7.86056 1.51683 -1.24098
H 6.66259 3.64626 -1.64635
H 4.40289 3.96941 -0.70140
H 0.90087 5.32112 0.28060
H -1.24539 6.49066 0.15598
H -3.74206 6.43584 0.19792
H -4.87119 4.20777 0.41621
H -3.48647 2.17363 0.57841
C -4.14065 0.41361 -3.93914
C -3.28196 1.37742 -3.43382
C -2.61464 1.15368 -2.23640
C -2.80834 -0.02973 -1.52781
C -3.65663 -1.00408 -2.05898
C -4.32174 -0.78138 -3.25352
P -1.92960 -0.27475 0.04919
C -1.49018 -2.03969 -0.00442
C -0.88556 -2.55621 -1.15057
C -0.49237 -3.88357 -1.19522
C -0.69169 -4.70865 -0.09449
C -1.29305 -4.20183 1.04732
C -1.69546 -2.87254 1.09165
C -3.19254 -0.19168 1.35337
C -4.53199 -0.53017 1.16987
C -5.42410 -0.43625 2.22861
C -4.98730 -0.01134 3.47671
C -3.65533 0.32651 3.66836
C -2.76409 0.24365 2.60782
H -4.65806 0.58339 -4.87450
H -3.11813 2.29993 -3.97605
H -1.92337 1.89507 -1.85628
H -3.77905 -1.95154 -1.54697
H -4.97623 -1.54386 -3.65647
H -0.72595 -1.91837 -2.01224
H -0.03587 -4.27827 -2.09502
H -0.38877 -5.74768 -0.13319
H -1.46374 -4.84369 1.90222
H -2.17650 -2.49031 1.98389
H -4.88862 -0.85576 0.20227
H -6.46421 -0.69695 2.07874
H -5.68849 0.06021 4.29839
H -3.31070 0.66167 4.63823
H -1.72857 0.52883 2.74261
C 1.14246 -1.39346 2.18261
N 1.83994 -1.96558 1.04798
C 2.51871 -3.22815 1.31263
C 3.68515 -3.40959 0.36825
C 3.18157 -3.27413 -1.05044
N 2.42265 -2.04319 -1.20857
C 2.34883 -1.50854 -2.55380
C 1.79150 -1.40158 -0.19014
O 1.18747 -0.33614 -0.42154
H 1.85059 -1.08094 2.95510
H 0.46547 -2.13546 2.61226
H 0.56570 -0.53143 1.87455
H 1.80818 -4.05837 1.22363
H 2.86283 -3.20590 2.34794
H 4.14337 -4.38739 0.51428
H 4.43430 -2.64285 0.56811
H 2.55972 -4.13505 -1.32581
H 4.01632 -3.24236 -1.75288
H 3.31744 -1.11326 -2.87201
H 1.61489 -0.71152 -2.59132
H 2.05938 -2.30183 -3.24844